#1
Entry from OMol25: C27H52P2RuSi as an isolated structure (ωB97M-V/def2-TZVPD).

Geometry as ORCA input:
```
! wB97M-V def2-TZVPD RIJCOSX def2/J DEFGRID3
* xyz 2 5
Ru -1.736 -0.847 0.447
C -2.148 2.002 -0.554
C -2.675 0.919 -1.291
C -3.237 0.652 0.980
C -2.502 1.881 0.800
C -3.396 0.043 -0.368
C -1.500 3.213 -1.127
H -1.141 3.046 -2.137
H -0.644 3.528 -0.515
H -2.198 4.056 -1.154
C -2.335 2.926 1.841
H -1.503 3.604 1.600
H -2.132 2.472 2.820
H -3.243 3.546 1.955
C -4.168 0.383 2.104
H -5.154 0.835 1.924
H -3.784 0.758 3.061
H -4.299 -0.692 2.207
C -4.639 -0.707 -0.730
H -5.519 -0.208 -0.281
H -4.602 -1.734 -0.368
H -4.776 -0.703 -1.814
C -2.809 0.915 -2.760
H -3.451 1.768 -3.071
H -3.277 -0.003 -3.148
H -1.838 1.038 -3.276
C 4.868 1.933 0.587
C 3.812 2.696 0.267
C 3.021 2.738 -0.998
C 3.368 1.635 -2.056
C 2.694 0.399 -1.529
C 3.160 -0.425 -0.484
C 4.605 -0.545 -0.206
C 5.470 0.757 -0.181
H 3.068 3.733 -1.477
H 4.445 1.495 -2.208
H 1.965 2.653 -0.680
H 5.756 1.051 -1.206
H 5.450 2.173 1.497
H 3.459 3.413 1.019
H 6.413 0.456 0.337
H 4.732 -1.005 0.790
H 2.429 -0.983 0.127
H 5.068 -1.272 -0.913
H 2.996 1.934 -3.051
H 1.665 0.673 -1.253
P 1.509 -1.329 -2.198
C 2.956 -2.176 -3.011
C 0.542 -0.719 -3.588
P -1.172 -2.550 -0.598
C 0.635 -2.496 -1.125
C -2.109 -3.109 -2.048
C -1.036 -4.152 0.286
H 3.334 -3.030 -2.434
H 3.795 -1.476 -3.123
H 2.677 -2.523 -4.017
H 0.768 -1.358 -4.458
H 0.824 0.326 -3.811
H -0.529 -0.760 -3.354
H -0.678 -4.925 -0.412
H -2.034 -4.423 0.647
H -0.338 -4.092 1.128
H 1.149 -2.546 -0.143
H 0.737 -3.469 -1.669
H -3.084 -3.444 -1.665
H -1.619 -3.949 -2.561
H -2.268 -2.289 -2.763
C 0.434 1.085 2.154
Si -0.366 -0.174 3.290
C 1.057 -1.036 4.156
C -1.353 0.723 4.635
C -1.432 -1.457 2.348
H 0.310 2.105 2.547
H 0.050 1.070 1.127
H 1.509 0.871 2.104
H 1.242 -0.523 5.117
H 0.846 -2.096 4.355
H 1.970 -0.970 3.540
H -1.415 1.812 4.472
H -2.369 0.330 4.776
H -0.799 0.565 5.578
H -1.032 -2.483 2.393
H -2.445 -1.533 2.802
*
```

The calculation puts the LUMO energy (alpha / beta) at -5.798 / -7.526 eV. As for the expectation value of S²: 6.050. The calculation puts the HOMO-LUMO gap (alpha / beta) at 6.959 / 6.146 eV.

#2
Entry from OMol25: C27H52P2RuSi as an isolated structure (ωB97M-V/def2-TZVPD).

Geometry as ORCA input:
```
! wB97M-V def2-TZVPD RIJCOSX def2/J DEFGRID3
* xyz 2 5
Ru -0.831 -0.406 1.770
C 1.608 1.888 2.590
C 0.259 2.268 2.665
C 0.439 0.010 3.326
C 1.763 0.553 2.976
C -0.530 1.142 3.105
C 2.738 2.800 2.204
H 2.350 3.700 1.710
H 3.426 2.297 1.509
H 3.319 3.116 3.084
C 3.058 -0.147 3.058
H 3.751 0.246 2.297
H 2.865 -1.200 2.839
H 3.593 -0.093 4.025
C 0.225 -1.100 4.279
H 0.402 -0.674 5.279
H 0.911 -1.945 4.126
H -0.807 -1.470 4.223
C -1.886 1.222 3.689
H -1.855 1.528 4.746
H -2.330 0.216 3.597
H -2.515 1.923 3.123
C -0.255 3.650 2.542
H -0.011 4.214 3.460
H -1.344 3.683 2.407
H 0.199 4.192 1.699
C 2.009 -0.414 -2.332
C 2.396 0.616 -1.555
C 1.480 1.760 -1.116
C -0.050 1.600 -0.776
C -0.776 0.382 -0.309
C -1.351 -0.631 -1.287
C -0.451 -1.307 -2.324
C 0.642 -0.453 -2.972
H 1.511 2.504 -1.944
H -0.608 1.982 -1.672
H 1.936 2.286 -0.256
H 0.298 0.601 -2.985
H 2.576 -1.350 -2.395
H 3.390 0.680 -1.094
H 0.801 -0.803 -4.009
H -0.010 -2.177 -1.831
H -1.746 -1.433 -0.634
H -1.108 -1.714 -3.102
H -0.302 2.406 -0.049
H -1.667 0.754 0.315
P -1.437 1.380 -3.730
C -0.897 0.660 -5.329
C -1.894 3.070 -4.207
P -3.051 0.017 -1.646
C -2.965 0.448 -3.412
C -3.665 1.543 -0.924
C -4.387 -1.192 -1.675
H -0.812 -0.435 -5.272
H 0.090 1.066 -5.597
H -1.619 0.928 -6.108
H -2.534 3.036 -5.098
H -0.972 3.629 -4.431
H -2.414 3.556 -3.371
H -4.856 -1.179 -2.668
H -5.133 -0.872 -0.933
H -4.063 -2.220 -1.464
H -2.990 -0.479 -4.008
H -3.846 1.071 -3.638
H -4.377 1.265 -0.136
H -4.211 2.103 -1.693
H -2.877 2.166 -0.505
C 3.415 -2.598 0.323
Si 1.809 -3.203 1.157
C 1.505 -4.824 0.189
C 2.310 -3.824 2.871
C 0.157 -2.140 1.248
H 4.266 -3.184 0.713
H 3.623 -1.532 0.481
H 3.389 -2.780 -0.762
H 2.358 -5.505 0.342
H 0.597 -5.334 0.541
H 1.406 -4.653 -0.894
H 3.090 -3.211 3.343
H 1.437 -3.881 3.532
H 2.715 -4.843 2.754
H -0.154 -2.124 0.171
H -0.521 -2.828 1.836
*
```

The calculation puts the LUMO energy (alpha / beta) at -7.041 / -7.380 eV. As for the expectation value of S²: 6.059. The calculation puts the HOMO-LUMO gap (alpha / beta) at 5.650 / 5.784 eV.

Energetically preferred structure: #1 | next structure: +0.0529 hartree

#1
Entry from OMol25: a 2-piece molecular cluster, C30H27NO2S overall (ωB97M-V/def2-TZVPD).

Geometry as ORCA input:
```
! wB97M-V def2-TZVPD RIJCOSX def2/J DEFGRID3
* xyz 0 1
C 4.737 0.526 3.629
C 4.049 0.775 4.819
C 2.758 1.305 4.781
C 2.163 1.555 3.546
S 0.489 2.212 3.478
C -0.507 0.811 3.495
C -1.902 0.932 3.538
C -2.751 -0.226 3.561
C -4.135 -0.096 3.576
C -4.727 1.179 3.575
C -3.920 2.329 3.567
C -2.543 2.215 3.554
O 0.375 2.985 4.695
O 0.432 2.881 2.195
C 2.848 1.326 2.353
C 4.138 0.796 2.394
H 5.746 0.123 3.662
H 4.503 0.559 5.786
H 2.209 1.518 5.695
H 0.020 -0.141 3.531
H -2.242 -1.194 3.563
H -4.757 -0.995 3.588
H -5.809 1.283 3.583
H -4.359 3.329 3.569
H -1.948 3.128 3.558
H 2.363 1.557 1.406
H 4.661 0.598 1.458
C 4.360 1.215 -2.332
N 3.044 0.605 -2.421
C 2.386 0.067 -1.361
C 1.148 -0.480 -1.791
C 0.255 -1.211 -1.010
C -1.047 -1.661 -1.413
C -2.000 -0.830 -2.068
C -3.226 -1.338 -2.482
C -3.541 -2.690 -2.298
C -4.823 -3.246 -2.835
C -2.633 -3.511 -1.614
C -1.430 -3.004 -1.150
C 1.090 -0.226 -3.237
C 0.223 -0.613 -4.245
C 0.503 -0.250 -5.573
C 1.666 0.467 -5.895
C 2.590 0.816 -4.891
C 2.278 0.460 -3.584
H 4.665 1.540 -3.330
H 4.347 2.079 -1.652
H 5.101 0.502 -1.937
H 2.824 0.062 -0.367
H 0.625 -1.537 -0.035
H -1.751 0.216 -2.257
H -3.951 -0.693 -2.985
H -4.963 -4.276 -2.499
H -5.688 -2.657 -2.511
H -4.838 -3.247 -3.933
H -2.891 -4.559 -1.450
H -0.724 -3.640 -0.611
H -0.657 -1.194 -3.993
H -0.198 -0.532 -6.360
H 1.849 0.747 -6.933
H 3.516 1.347 -5.100
*
```

The calculation puts the LUMO energy at -2.588 eV. The calculation puts the HOMO-LUMO gap at 2.399 eV.

#2
Entry from OMol25: a 2-piece molecular cluster, C30H27NO2S overall (ωB97M-V/def2-TZVPD).

Geometry as ORCA input:
```
! wB97M-V def2-TZVPD RIJCOSX def2/J DEFGRID3
* xyz 0 1
C -1.404 5.850 -0.380
C -1.554 5.947 1.009
C -1.759 4.797 1.782
C -1.851 3.544 1.164
S -2.246 2.038 2.091
C -0.785 1.111 2.289
C -0.605 0.346 3.465
C 0.701 0.084 3.997
C 0.866 -0.669 5.159
C -0.241 -1.229 5.815
C -1.536 -0.969 5.327
C -1.720 -0.190 4.190
O -2.721 2.589 3.340
O -3.156 1.300 1.234
C -1.767 3.461 -0.225
C -1.490 4.594 -0.998
H -1.233 6.748 -0.974
H -1.510 6.923 1.494
H -1.859 4.887 2.860
H 0.033 1.409 1.647
H 1.559 0.507 3.471
H 1.867 -0.834 5.559
H -0.109 -1.842 6.715
H -2.407 -1.376 5.842
H -2.727 -0.005 3.818
H -1.928 2.494 -0.693
H -1.356 4.496 -2.078
C -1.923 1.540 -4.351
N -1.129 0.632 -3.546
C -0.560 0.963 -2.360
C 0.134 -0.152 -1.823
C 0.795 -0.189 -0.596
C 1.580 -1.319 -0.157
C 1.034 -2.627 -0.074
C 1.824 -3.726 0.223
C 3.200 -3.577 0.436
C 4.038 -4.792 0.722
C 3.757 -2.291 0.377
C 2.958 -1.182 0.148
C 0.057 -1.189 -2.863
C 0.764 -2.358 -3.114
C 0.477 -3.077 -4.291
C -0.448 -2.604 -5.235
C -1.095 -1.372 -5.042
C -0.802 -0.686 -3.874
H -2.266 1.022 -5.250
H -2.791 1.888 -3.777
H -1.342 2.424 -4.648
H -0.572 1.988 -2.003
H 0.836 0.757 -0.064
H -0.027 -2.759 -0.282
H 1.383 -4.728 0.247
H 5.073 -4.521 0.952
H 3.623 -5.349 1.573
H 4.067 -5.498 -0.120
H 4.838 -2.174 0.512
H 3.393 -0.183 0.129
H 1.538 -2.699 -2.425
H 0.989 -4.028 -4.465
H -0.657 -3.192 -6.130
H -1.811 -0.954 -5.748
*
```

The calculation puts the LUMO energy at -2.180 eV. The calculation puts the HOMO-LUMO gap at 3.326 eV.

Energetically preferred structure: #2 | next structure: +0.0020 hartree